(1)
This record from OMol25 describes C25H51ClInO6 as an isolated structure in a non-equilibrium geometry. The level of theory is wB97M-V/def2-TZVPD.

Calculated values
E_LUMO = 0.080 hartree
HOMO-LUMO gap = 0.24491 hartree

```
! wB97M-V def2-TZVPD RIJCOSX def2/J DEFGRID3
* xyz -1 1
H -5.0630 2.5851 5.2448
H -6.9870 -0.6543 4.2468
C -0.9861 -1.0994 2.4392
H 0.3144 -2.7281 1.9032
H -0.1745 5.6212 5.0063
In 0.5223 1.7830 1.9673
C -5.2201 2.1795 4.2382
H 4.2821 2.0664 3.5611
C -0.0674 3.6814 3.0319
H -2.2201 -1.3478 -7.7873
H 0.7761 -1.2076 1.1550
C 4.6730 0.6787 -0.1203
H -1.9134 0.7648 2.7920
C 1.0473 2.1174 -0.1869
H -2.5023 -3.9532 -5.4142
O -4.2537 1.1620 4.0001
H -4.9188 -0.5009 2.9903
C -2.7749 -3.2701 -8.6401
C 5.1390 1.3953 1.1521
C -2.2227 -4.0139 -6.4661
H 2.3697 -2.2047 -2.0047
C 3.1426 0.5946 -0.1592
H 2.8164 0.2754 0.8274
H 1.8272 -0.9050 -5.2444
C -3.4148 -3.9002 -7.4062
O 5.2970 -1.0417 3.5901
H 1.4359 6.3182 4.7302
H -1.7326 -1.7353 1.9616
H -0.8883 -2.1540 -8.6366
C 5.2393 0.1291 3.2052
C -6.5843 1.5101 4.1191
H -6.9063 1.4943 3.0752
O -1.1860 -1.2581 3.8533
H -0.7767 3.4127 3.8184
H 0.4167 -1.9838 -5.2820
C -1.7658 -2.3190 -8.0103
C 1.0569 4.4331 3.7367
H 1.0892 -1.5124 2.8862
H 0.2046 6.3583 3.4330
H 2.5547 1.8894 -1.7020
C 2.2593 -2.9912 -4.7332
H 0.8564 -4.2524 -3.6810
H 5.0616 1.1806 -1.0022
H 0.4211 1.4517 -0.7834
H -4.1631 -3.2249 -6.9860
O -1.3562 -2.9226 -6.7821
Cl 1.6202 3.4832 5.1621
O 1.0648 -1.4435 -3.4043
C 1.3559 -1.7659 -4.7660
C 0.3915 -1.6500 2.0691
C 1.4748 -2.5159 -2.5536
H -1.6777 -4.9508 -6.6273
H -0.8434 -0.4488 4.2383
H 1.8820 1.0504 2.8827
C 2.5098 1.9068 -0.6067
C -4.8752 -0.1212 4.0169
H 2.1784 -3.5971 -5.6355
H -4.2650 -0.8035 4.6079
H 5.8554 2.1780 0.9019
H 3.9169 0.7802 4.6979
C 0.6028 5.7911 4.2685
C 1.7733 -3.6960 -3.4698
H 3.3034 -2.6906 -4.6150
H 4.2951 1.8765 1.6351
H -5.0764 2.9847 3.5163
H 3.1089 2.7701 -0.3072
C -6.2714 0.0920 4.5904
H -2.2591 -4.0342 -9.2265
H 0.6846 -2.7246 -1.8321
H 5.0759 -0.3289 -0.0457
O 5.8174 0.4668 2.0128
H -3.4833 -2.7612 -9.2922
H 2.5004 -4.3858 -3.0430
H 5.5072 1.5462 4.7376
H 0.7413 3.1308 -0.4523
H -0.5901 4.3745 2.3719
H -7.3541 2.0116 4.7054
H -3.8921 -4.8599 -7.5990
H -6.2406 0.0586 5.6823
H 2.8431 -0.1878 -0.8572
C 4.6952 1.2203 4.0911
H -1.7708 0.4113 1.0949
C -1.2310 0.3650 2.0407
H 1.9073 4.5664 3.0737
*
```


(2)
This record from OMol25 describes a 5-piece molecular cluster, C39H69Cl2IN2O7PS2 overall in a non-equilibrium geometry. The level of theory is wB97M-V/def2-TZVPD.

Calculated values
E_LUMO = -0.109 hartree
HOMO-LUMO gap = 0.26836 hartree

```
! wB97M-V def2-TZVPD RIJCOSX def2/J DEFGRID3
* xyz 1 1
H -0.8802 -3.3745 9.7597
H 7.8198 1.8078 -3.4746
H -2.7602 -0.9955 -1.6582
H -1.5915 -3.0548 4.7806
H -2.4003 3.7654 3.3947
C -0.1236 -0.8374 -3.6332
H -4.3826 4.3179 0.3560
H -3.3957 -4.9958 -3.4396
C -3.4891 -0.1571 -1.7991
H -2.2960 3.6962 -0.6553
H -0.9195 -5.1430 9.5954
H 6.7389 -0.1819 2.0614
H -3.1716 -3.2622 -3.5487
C -0.5394 0.6913 -6.6430
H -5.4137 1.0939 4.3155
H -5.3356 -4.6883 -0.9336
H 1.7474 3.6385 -5.1303
C -0.4945 0.8730 -5.2093
C 7.4351 0.0561 -2.3142
C -3.6109 1.1726 3.0767
C -2.0239 -2.4872 6.8181
H 7.9587 -0.6429 -2.9700
N -1.1331 0.0810 -4.1786
C 8.9935 0.6333 3.2995
H 0.7406 4.5759 -0.4936
I -4.6081 6.6970 1.7546
H -4.6729 2.6928 4.2071
H -4.6828 2.4337 -0.6985
C 4.9622 0.2296 -3.9719
H -2.9335 1.9186 -2.0720
H -3.4168 4.8536 4.4764
C 1.1102 2.8521 -5.5996
Cl -3.0743 -0.2124 4.0880
H 0.2041 1.3947 -8.6464
H 0.2070 -1.8871 -5.5832
H 4.4976 0.0524 -4.9443
C 6.9518 1.2650 -3.0959
H -5.7238 1.9858 2.8246
H 7.9686 2.5391 3.1601
H -2.3944 -1.5076 6.5048
O -2.8040 -2.8683 7.9361
H 2.7489 -3.2526 -2.1769
C 6.5216 0.8032 1.6353
H -3.9829 -4.5896 0.1765
H -5.3977 3.2047 1.2281
C -1.0737 -4.1990 9.0703
H -3.1763 -3.6040 5.3690
C -3.0618 4.6636 3.4246
H 6.0600 0.6240 0.6614
C -2.4895 -4.1208 8.5261
C -2.9377 1.2182 -1.1847
C -4.3313 4.6414 2.4907
H 5.1810 -0.7567 -3.5483
H -5.6109 -2.8899 -3.1086
S -2.6892 -1.7509 -5.5743
H -5.2404 4.4607 3.1224
C 3.9859 0.9933 -3.0948
H -0.3314 -4.1373 8.2711
O 7.7260 1.5050 1.3808
H -4.1931 -6.6047 -2.1150
H 1.6349 -1.5062 -0.6867
H 4.3776 1.1335 -2.0840
C -2.1745 3.5515 0.4572
C -4.3689 3.6588 1.2720
H -0.9796 -2.3429 7.1146
O -3.5635 -3.9139 -1.6783
H -2.2966 4.6292 0.7936
C 0.4999 -1.8098 -4.5152
H -4.3672 -6.9429 -0.3928
C 1.2917 -1.5951 -1.7400
H -2.8011 -6.4250 -1.0530
O 0.2942 2.2722 -0.0820
C -5.2275 -3.8392 -3.4902
C -2.3879 -0.5370 -4.5282
C -3.7797 -4.0364 -3.0780
H 3.7879 1.9842 -3.5106
H 2.0448 -3.4171 -4.6339
H -4.4403 -0.4691 -1.2937
H -1.8640 1.1377 -0.8919
H 4.5979 1.0269 2.5863
H 8.1619 0.0929 3.7575
C 0.2248 1.5725 -7.5439
C -2.9235 1.5874 1.9569
H -0.2486 0.0620 -1.5972
C -3.9185 1.8404 -0.1424
H 5.3465 2.5599 2.0877
C 5.5419 1.5704 2.5072
H 8.1105 0.3649 -1.5139
C -4.9268 1.7929 3.5767
H -4.4882 0.9953 0.3385
H -3.1908 -4.2533 9.3518
H 6.6027 -0.4856 -1.8577
H -2.6848 -4.9344 7.8195
H 3.0421 0.4493 -3.0135
Cl -1.5428 0.4314 1.6769
C 0.3571 1.9855 -4.7285
H 9.3795 2.3816 2.1338
H -2.4595 5.5780 3.1604
N -3.2679 2.6568 1.0204
C -3.8823 -6.2866 -1.1176
H 9.5173 -0.0672 2.6457
P -0.3854 3.2811 0.7899
C 1.5283 -2.6811 -3.9768
O 0.3736 4.7214 0.4040
C 1.9536 -2.5896 -2.5921
H 6.4093 1.9613 -2.4468
O -0.0327 3.0807 2.3944
H 1.6656 3.2962 -7.7302
O 6.1661 0.9330 -4.2287
H 0.4428 2.1691 -3.6272
C 1.0614 2.6487 -7.0593
S -3.8642 0.0941 -3.6061
H 0.9269 2.9307 2.4984
C -4.2534 -4.8383 -0.8521
H 5.9292 1.7131 3.5184
C 8.5112 1.8405 2.5139
H -1.7062 -4.4246 5.8855
H -5.8688 -4.6332 -3.1007
H -5.3165 -3.8436 -4.5778
H 9.6688 0.9441 4.0986
C -2.1309 -3.4481 5.6455
H -1.1336 -0.1362 -7.0792
C 0.2552 -0.7027 -2.2244
*
```


(3)
This record from OMol25 describes C17H20N4O3PtS2 as an isolated structure. The level of theory is wB97M-V/def2-TZVPD.

Calculated values
<S²> = 2.017
E_LUMO (alpha / beta) = 0.014 / -0.095 hartree
HOMO-LUMO gap (alpha / beta) = 0.24496 / 0.21153 hartree

```
! wB97M-V def2-TZVPD RIJCOSX def2/J DEFGRID3
* xyz 0 3
C 3.1346 1.0407 1.8727
C -1.2791 -3.1192 -1.5192
H -3.5558 -0.0316 -4.0010
H -1.2778 0.2495 -3.3926
H -4.5411 -1.0752 -2.9736
C 3.7114 -1.2600 1.9453
N 0.9242 1.4021 1.3216
C 5.0169 -0.9694 2.2090
H -3.7844 0.4500 1.2068
C -1.2814 -0.6956 -2.8611
H 3.3498 -2.2727 1.8351
N 2.7836 -0.2890 1.7920
H -3.7856 2.3147 -1.2283
H -2.9936 0.7344 -1.1453
O 1.4096 -4.2361 -0.8472
H -1.2689 -4.0697 -1.0024
Pt 0.8805 -0.5561 1.1914
C 5.4067 0.3883 2.2973
H 2.7884 3.6315 2.8390
C -3.7319 1.4419 0.7586
C 2.2458 3.4281 1.9152
N -0.2230 2.1577 1.2962
H 0.7458 -0.4794 -2.1597
H -2.4150 3.0690 0.9942
C 2.0865 1.9601 1.7066
H -4.7564 0.8509 -1.0527
C -3.8218 1.3306 -0.7561
H 4.7694 2.4193 2.1776
S 1.2335 -2.8482 -0.5511
H -4.5750 2.0003 1.1655
N -2.5150 2.0917 1.2255
O 2.3206 -1.9204 -0.8113
C -1.2997 1.4542 1.2830
H 6.4409 0.6429 2.4884
C -0.1504 -2.3064 -1.5035
H -3.8631 -1.7061 -4.4670
H 2.8104 3.8805 1.0951
C -0.1422 -1.0978 -2.1755
H 5.7275 -1.7731 2.3297
C -2.4076 -2.7013 -2.2000
H -3.2886 -3.3331 -2.2112
C 4.4853 1.3776 2.1288
C -3.6622 -1.0472 -3.6202
S -1.2969 -0.3082 1.4150
O 0.7970 -2.6493 0.9080
H 1.2750 3.9117 1.9599
C -2.4268 -1.4827 -2.8784
*
```


(4)
This record from OMol25 describes a 4-piece molecular cluster, C38H56BF29N2O13SSi overall in a non-equilibrium geometry. The level of theory is wB97M-V/def2-TZVPD.

Calculated values
E_LUMO = 0.007 hartree
HOMO-LUMO gap = 0.35301 hartree
Structure (SMILES) = CC[C@@H](F)N(CCO[Si](C)(C)C)[C@@](F)([C@H](F)CC)[C@H](O[C@](CCCS(=O)(=O)O)(C[C@H](C)O)N(C(=O)F)C(=O)F)B(O)OC.FC(F)C(F)(F)COC(F)(F)C(F)F.FC(F)C(F)(F)COC(F)(F)C(F)F.FC(F)C(F)(F)COC(F)(F)C(F)F

```
! wB97M-V def2-TZVPD RIJCOSX def2/J DEFGRID3
* xyz 0 1
F 4.2237 2.9592 -3.6480
C -4.4552 -6.3971 0.0178
H 0.1446 -7.0869 3.7313
C 1.4477 -0.5424 -0.9174
Si 0.3392 6.1362 -2.2393
O -1.3994 2.8109 1.0556
C 0.4577 -4.5237 2.7166
H 3.0719 -2.0313 1.7124
C 7.7591 5.6506 -4.8453
H -3.6565 4.0814 -0.1334
O -3.7605 -8.6643 -0.4189
C -1.7024 -9.0841 1.0490
H 2.4714 7.3199 -1.9713
F -1.6337 -4.9099 3.6044
H -0.8827 5.6201 -4.3346
H -1.2555 5.2282 -0.5138
F 6.2411 3.1196 -2.8488
H 3.8531 5.4152 -2.9014
H 3.0946 4.2794 2.8518
C 1.4564 7.6622 -2.1548
F -3.3049 -6.1008 0.6494
H 0.2383 -5.1854 1.8739
N 1.2075 1.9867 -0.5945
H 0.9354 -2.3329 0.1156
F 4.2523 -5.7743 6.0090
B -0.8995 1.5317 1.1950
C -3.1093 0.2039 -0.6640
H 3.6157 2.6429 2.6713
F 5.6653 5.8158 -2.1811
O 1.3700 4.8600 -2.5472
C 1.5295 -1.4492 0.2895
C 2.2877 1.9947 0.3964
F -5.0395 -8.2575 1.3972
H 0.1590 6.0205 0.2578
O 0.7843 -6.5379 5.6440
F -1.2047 -8.0237 0.3775
C 2.9276 -5.5681 6.1860
C -0.7853 0.5133 -0.0358
H -2.7394 -0.4613 1.4140
C -2.7981 -2.2149 0.2413
C 0.5436 0.7122 -0.8358
C 4.7248 4.9064 -2.4815
C 2.3627 3.3714 1.0911
C -3.2436 -0.7841 0.5079
H -5.0895 0.9548 -0.1539
H -1.7548 2.2184 3.6327
H -1.0979 6.9503 -0.4816
H -2.6598 -3.9541 1.5627
H -3.5411 -2.8188 -0.2623
C 2.7607 3.2914 2.5542
C -4.1083 1.3378 -0.3982
F 2.6161 -4.3778 5.6449
H -4.3695 -6.1035 -1.0304
H -3.1709 -2.4193 2.3615
F 8.3489 5.0625 -2.6191
H -3.6034 -10.1831 1.0062
H -4.2959 -0.8264 0.7566
C 0.7817 3.5697 -2.4746
H -2.6137 -10.2788 -0.4138
O 7.1029 4.4619 -5.0888
F -5.8779 -8.1244 -0.5892
F 2.4633 -7.8394 6.1804
C -0.5280 6.0305 -0.5783
H -4.9137 2.2750 -2.2077
H 1.1113 -0.9941 1.1762
H -4.4379 4.5365 -1.6266
H -0.6556 7.3635 -4.1280
H -0.1487 2.8459 3.4245
F 2.0829 1.0553 1.3778
C -0.7186 1.9325 3.5230
C 2.1468 -6.7050 5.5186
H 2.4507 -0.1927 -1.1560
O -7.0092 3.4733 -1.0525
C 5.7115 4.2807 -4.8404
O -6.1061 3.0089 1.1743
C 8.8563 5.4919 -3.7878
H 1.1660 8.2571 -1.2983
C -4.1420 2.4204 -1.4661
H 2.0833 1.8389 -2.5423
F -0.5353 -8.3824 2.9675
F -5.3229 -1.8374 -1.5406
C -0.9034 6.4404 -3.6290
H 3.1538 3.9063 0.5886
H -0.1033 3.5786 -1.8384
C -2.9812 -9.5856 0.3409
F -2.6196 -7.7794 2.8340
H -0.7657 -0.4779 0.4041
H 2.7073 -5.5369 7.2548
C 1.7402 2.5768 -1.8281
F 8.3705 6.0009 -5.9966
F 0.0890 0.8238 -2.1433
H 1.4602 3.9384 0.9013
C -1.7675 -8.7742 2.5490
H 9.6076 4.7769 -4.1289
H -3.1797 2.5438 -1.9352
O -6.2198 5.2838 0.2916
O -2.8935 0.8434 -3.7687
C 5.2542 3.8297 -3.4366
H 0.4540 3.1849 -3.4368
H 5.1256 5.1243 -5.2038
H -5.3532 3.2198 1.7436
O -1.5705 -2.2675 -0.4814
C -2.7393 -0.1334 -3.0756
H 1.4204 8.2288 -3.0726
F -5.4455 -5.6824 0.5949
H -1.0534 -6.6750 4.9125
H 3.2469 1.7590 -0.0567
C -2.5509 -2.8834 1.6024
H 2.6262 3.1721 -1.6549
C -0.0832 -6.3738 4.5224
C 2.9462 -1.9125 0.6484
H -1.5302 -2.6331 1.8573
C -4.8265 -0.7558 -2.1630
H -3.7739 1.8166 0.5169
H -0.7426 3.4170 0.6981
C -0.3208 -4.9551 3.9636
F -0.7900 -10.0893 0.9283
H 1.9560 3.0208 3.2189
C -4.7632 -7.8923 0.1329
F -0.1557 -4.0493 4.9518
N -3.4594 -0.5525 -1.9286
H -2.0539 -9.6643 3.1156
H 3.7227 -1.2817 0.2320
H -1.7113 -2.7286 -1.3076
S -6.0510 3.9307 -0.1192
O -5.5628 -0.0861 -2.8787
H -1.8924 6.5341 -3.2009
F 9.4442 6.6901 -3.5743
H -0.3788 1.4361 4.4204
H 3.1051 -2.9023 0.2351
O -0.5135 1.0718 2.4062
F 4.3399 4.3335 -1.3058
F 1.7866 -4.4986 2.9172
F 6.9034 6.6433 -4.5468
F 0.0779 -3.2684 2.3770
F -1.8113 -1.0410 -3.3813
F 1.0993 -1.3179 -1.9994
O -1.8826 0.7888 -0.8932
C -4.4293 3.7974 -0.8392
H 5.4514 3.4452 -5.4883
F 2.5146 -6.8913 4.2391
*
```


(5)
This record from OMol25 describes a 2-piece molecular cluster, C3H11N5 overall in a non-equilibrium geometry. The level of theory is wB97M-V/def2-TZVPD.

Calculated values
E_LUMO (alpha / beta) = -0.385 / -0.437 hartree
HOMO-LUMO gap (alpha / beta) = 0.27799 / 0.20220 hartree

```
! wB97M-V def2-TZVPD RIJCOSX def2/J DEFGRID3
* xyz 2 1
N -1.1464 -0.6017 -0.1537
H 0.5355 1.9309 0.8699
H -0.7451 2.0231 -0.4083
H 3.1420 -0.7370 0.8719
N -2.1963 0.0653 0.0585
C 0.1521 1.5205 -0.1173
H 0.4868 -2.4916 -0.7113
H 2.2562 0.6656 1.2125
C 2.4182 -0.0466 0.4313
N -3.3937 -0.4024 0.1441
H -2.5665 1.8538 -0.3515
H 0.9790 1.8587 -0.7334
C 0.0723 0.0336 -0.0875
N 1.2048 -0.6104 -0.0375
H 2.2141 -2.2999 -0.5408
H -4.0713 0.2321 0.5589
H 2.9452 0.2660 -0.5815
H -3.5494 -1.3920 0.0296
N 1.2626 -1.8680 -0.4541
*
```


(6)
This record from OMol25 describes an isolated ion of composition C4H7N4O and charge +1 in a non-equilibrium geometry. The level of theory is wB97M-V/def2-TZVPD.

Calculated values
E_LUMO (alpha / beta) = -0.229 / -0.229 hartree
HOMO-LUMO gap (alpha / beta) = 0.30476 / 0.30466 hartree
Structure (SMILES) = [H]/N=[N+]1\NN=CCCC1=O

```
! wB97M-V def2-TZVPD RIJCOSX def2/J DEFGRID3
* xyz 1 1
N 1.6171 -0.3737 -0.5551
H -0.3164 0.9509 -0.8233
H -1.0107 -1.0387 1.4673
N 1.0827 -1.8411 -2.2774
C -0.8594 0.0306 1.2275
C -1.0660 0.2381 -0.2904
H 2.0658 -2.0152 -2.6001
N 1.5575 -0.1110 0.7634
H -2.0981 0.4182 -0.4832
C -0.6471 -1.1259 -0.8626
C 0.5913 0.1867 1.4842
H -1.4477 0.5535 1.9081
N 0.8161 -1.1485 -1.2495
O -1.3049 -2.0124 -1.2909
H 0.8716 0.2822 2.5672
H 2.5083 -0.3111 -0.9002
*
```


(7)
This record from OMol25 describes a 2-piece molecular cluster, C7H17BN5O7S overall in a non-equilibrium geometry. The level of theory is wB97M-V/def2-TZVPD.

Calculated values
E_LUMO = -0.098 hartree
HOMO-LUMO gap = 0.36271 hartree

```
! wB97M-V def2-TZVPD RIJCOSX def2/J DEFGRID3
* xyz 1 1
H -4.6236 -2.6140 -4.7870
C 0.6301 -0.7600 1.5239
C -5.2404 -0.7813 -3.8109
H 2.1881 1.4719 4.3358
O -3.0363 -1.4530 -4.1994
S -3.1511 -1.3863 -2.5916
O -4.7331 -1.0702 -2.5047
H 4.1727 2.0932 6.0651
H -6.2843 -1.0792 -3.8884
H 1.3575 -0.4293 -1.8153
H 0.3543 -1.7426 -1.0925
O -2.4239 -0.2536 -2.1360
H 0.0869 -2.5185 2.2387
H 3.2206 2.9129 4.0320
N 1.2959 -0.0988 2.5484
H -1.2045 -1.4680 2.0212
N -0.3158 -1.7915 1.6397
O 4.9355 1.6551 5.6413
H 3.4734 2.2130 1.6656
C 0.5554 -0.6412 -1.0573
H 4.7216 -0.7989 4.4440
H 2.4456 1.2234 -0.1440
H -1.2976 1.9887 -1.4474
H -4.3680 -1.1538 -5.7716
H -5.1571 0.2953 -3.9786
C 3.1178 1.8128 3.8231
H 0.4904 1.8384 -1.3129
O -0.6573 0.0168 -1.3977
C -4.3495 -1.5565 -4.7611
N 2.9745 1.6648 2.3592
N 0.9919 -0.2958 0.3096
C 2.1101 0.7809 1.8690
N 1.9307 0.6508 0.5150
C -0.4163 1.3784 -1.7749
O -2.9292 -2.6887 -2.0693
B 4.4234 1.1011 4.4535
H -0.3509 1.5181 -2.8886
O 5.0625 -0.0344 3.9439
*
```


(8)
This record from OMol25 describes a single CH3F2NO3S molecule in a non-equilibrium geometry. The level of theory is wB97M-V/def2-TZVPD.

Calculated values
<S²> = 2.010
E_LUMO (alpha / beta) = 0.025 / -0.155 hartree
HOMO-LUMO gap (alpha / beta) = 0.27227 / 0.26263 hartree

```
! wB97M-V def2-TZVPD RIJCOSX def2/J DEFGRID3
* xyz 0 3
S -1.3554 -0.4467 -0.5063
H 2.3583 -1.6873 0.0509
O 0.1705 0.3739 0.2247
O 1.7099 -1.1959 0.5772
H -1.9291 1.7842 -0.4781
O -1.7554 -1.4583 0.4106
H -2.1976 1.0671 0.9747
N -2.2041 0.9228 -0.0287
F 1.5033 -0.2539 -1.4137
F 2.3119 0.9249 0.1949
C 1.3878 -0.0310 -0.0063
*
```


What is the formula in the first record? C25H51ClInO6


Number 7 is which compound? C7H17BN5O7S